20
Properties=species:S:1:pos:R:3:forces:R:3 method="wB97M-V/def2-TZVPD" smiles=C.O.O.O.O.O e_homo_ev=-11.2199 orbital_gap_ev=11.5 de_lowest_kj_mol=100.8 e_tot_ha=-422.666960 lumo_ev=0.3
C 1.8119 0.5955 1.5756 1.1 2.5 0.1
H 2.3235 -0.2846 1.8536 -0.1 -1.5 0.2
H 0.7556 0.7069 1.8173 0.0 -0.6 -0.4
H 2.0974 0.8582 0.5307 -0.6 -0.2 0.7
H 2.3269 1.3302 2.2497 -0.4 -0.2 -0.7
H -0.0849 -0.4101 -1.1297 -0.1 -1.0 -1.0
H -1.2323 0.0545 -2.3355 0.8 -0.9 0.1
O -0.7297 0.1929 -1.5288 -0.8 2.0 0.6
H -2.6894 -2.5245 -0.0970 -0.1 -0.2 -0.1
H -1.6667 -2.0214 0.8343 -0.2 -0.1 0.2
O -1.9193 -2.8413 0.3887 -0.1 0.4 0.1
H 1.4505 2.3096 -2.3777 -0.1 -0.1 0.1
H 0.6416 2.7178 -1.1394 0.0 -0.1 -0.2
O 0.9062 3.0140 -2.0176 0.0 0.3 0.1
H -2.4742 1.1541 0.9490 -0.1 0.0 0.1
H -1.9332 0.3034 -0.2030 0.2 0.0 0.2
O -2.3353 0.2395 0.6883 0.0 0.0 -0.1
H 1.6548 -1.8705 -0.1325 0.3 0.2 -0.7
H 0.3585 -1.7939 0.4810 -0.7 -0.1 -0.3
O 0.7383 -1.7301 -0.4070 0.7 -0.2 1.1